1.
# C14H15EuNSe

A molecular structure, C14H15EuNSe (the ωB97M-V functional and the def2-TZVPD basis, OMol25).

Positions of all 32 atoms, in Å:
C: 1.0368 -1.1885 -1.7851
C: -0.3412 -1.2459 -2.1582
C: -1.0024 -2.1665 -1.2775
C: -0.0131 -2.6758 -0.3526
C: 1.2406 -2.0663 -0.6787
Eu: -0.5618 -0.2997 0.5836
C: -1.5767 1.9703 -0.6906
C: -0.1230 2.1124 -0.9363
C: 0.6663 2.5042 -2.0683
N: 0.7647 1.4316 -0.0575
H: -2.0885 -2.3138 -1.2071
H: -0.7988 -0.6641 -2.9460
H: -0.2454 -3.2451 0.5543
H: 2.1881 -2.2282 -0.1924
H: 1.7861 -0.6207 -2.2925
H: -2.1137 1.3530 -1.4154
H: 1.7250 1.6230 0.0620
H: -2.0092 2.3197 0.2498
H: 0.3774 2.7664 -3.0582
H: 1.7145 2.3029 -1.8167
Se: -2.4585 -1.1037 2.8193
C: -1.8363 0.5164 3.3736
C: -2.7453 1.5571 3.6295
C: -2.4314 2.5916 4.5105
C: -1.1214 2.7116 5.0457
C: -0.1492 1.7763 4.6452
C: -0.4631 0.7507 3.7622
H: -3.7668 1.4693 3.2746
H: -3.2101 3.3019 4.8450
H: -0.8905 3.4956 5.7719
H: 0.8596 1.8580 5.0831
H: 0.2895 -0.0160 3.4988

Forces on the atoms, in the same order (eV/Å):
C -1.242 -1.162 0.393
C 0.576 -0.703 0.972
C 0.881 -0.082 0.128
C -0.353 0.024 -0.826
C -0.975 0.134 -0.702
Eu -0.414 0.926 -0.163
C 1.190 -0.570 -0.314
C 3.189 -0.890 -1.556
C -1.023 -0.212 1.875
N -2.625 0.488 2.678
H 0.533 -0.104 -0.093
H -0.004 0.031 0.077
H 0.170 -0.029 -0.455
H 0.111 -0.069 0.179
H 0.237 0.419 -0.036
H -0.374 0.721 0.021
H 0.997 0.896 -0.873
H 0.055 -0.306 -0.214
H -0.497 0.564 -0.535
H -0.196 0.081 -1.050
Se -0.561 -1.721 -0.584
C 1.565 1.813 0.930
C -0.008 0.387 0.862
C 0.837 0.341 0.274
C -0.700 -0.545 -0.382
C 0.015 0.659 0.160
C -1.034 -0.740 0.111
H 0.101 -0.124 -0.022
H 0.459 -0.375 -0.399
H -0.025 -0.261 -0.255
H -0.440 -0.069 -0.459
H -0.445 0.479 0.260

As for the total charge: -2. For the highest occupied orbital energy (spin up / spin down), the calculation gives 1.2 / 1.2 eV. The value obtained for the total energy is -100922.7999 eV. The value obtained for the orbital gap (spin up / spin down) is 3.762 / 3.808 eV. As for the spin multiplicity: 8. As for the energy above the lowest of the compared OMol25 structures with the same formula, charge and spin: 0.0 kcal per mole.

---

2.
# C14H15FeNO4

A molecular structure, C14H15FeNO4 (the ωB97M-V functional and the def2-TZVPD basis, OMol25).

Positions of all 35 atoms, in Å:
C: 1.9464 0.4335 0.1278
C: 0.4843 0.6907 0.4343
C: -0.3981 -0.4912 -0.1322
Fe: -0.5651 -1.0881 -2.2502
C: -0.4910 -2.8733 -1.6128
O: -0.3479 -3.9684 -1.2122
C: 1.2976 -1.2983 -2.6162
O: 2.3454 -1.6555 -2.9964
C: -2.5069 -0.7462 -2.5446
C: -1.8841 -1.5164 -3.6139
C: -0.7921 -0.7007 -4.1465
C: -0.8174 0.5654 -3.4546
C: -1.8325 0.5222 -2.4611
H: 2.6758 0.8181 0.8924
H: 2.0665 -0.6703 -0.0033
H: 2.2033 0.7638 -0.9071
H: 0.0363 1.6518 0.0679
H: -0.1867 -1.4358 0.3822
H: -1.4708 -0.3341 0.0034
H: -3.3192 -1.0244 -1.9277
H: -2.1003 -2.5184 -3.8736
H: -0.1318 -0.9265 -4.9331
H: -0.2221 1.4188 -3.6592
H: -2.1069 1.3528 -1.8638
C: 0.8552 1.9504 4.3744
C: 0.2241 0.6146 4.5699
C: 0.0863 0.0203 3.1695
O: -0.3058 -1.1042 2.9718
N: 0.4691 0.9799 2.1939
C: 1.0678 2.0934 2.8697
O: 1.6588 3.0147 2.3598
H: 0.1975 2.7676 4.6942
H: 1.8138 2.0403 4.8992
H: 0.8316 -0.0456 5.1991
H: -0.7810 0.6993 4.9989

Forces on the atoms, in the same order (eV/Å):
C 0.801 -0.631 -0.504
C -1.326 -0.466 0.819
C 0.909 1.019 1.462
Fe 4.387 -0.035 7.183
C 0.584 -7.169 2.527
O -0.641 4.551 -1.607
C 6.290 -1.458 -1.634
O -3.724 1.329 1.267
C -0.597 0.871 -2.441
C -1.264 2.405 -1.367
C -2.947 1.061 -1.168
C -1.423 -0.193 -0.945
C -1.078 -0.155 -2.110
H -0.786 -0.216 -0.993
H 0.069 0.651 0.692
H -0.137 0.401 0.828
H 0.838 -0.704 0.581
H 0.282 0.301 0.230
H -0.009 0.252 0.214
H -0.548 -0.482 0.392
H -0.261 -0.693 -0.283
H 0.535 -0.424 -0.791
H 0.622 0.360 -0.118
H -0.066 0.336 0.733
C 0.261 0.695 -0.116
C -0.331 -0.526 0.004
C 0.004 0.291 -0.616
O 0.061 0.137 -0.322
N 0.018 -0.466 -0.222
C -0.289 -0.628 -0.806
O -0.244 -0.284 -0.307
H 0.309 -0.028 -0.070
H -0.191 0.208 -0.266
H -0.310 -0.040 -0.204
H 0.200 -0.269 -0.039

As for the total charge: 0. For the highest occupied orbital energy (spin up / spin down), the calculation gives -6.8 / -8.7 eV. The value obtained for the total energy is -58823.0485 eV. The value obtained for the orbital gap (spin up / spin down) is 6.751 / 7.314 eV. As for the spin multiplicity: 5.

---

3.
# C14H15IrN6O5S

A molecular structure, C14H15IrN6O5S (the ωB97M-V functional and the def2-TZVPD basis, OMol25).

Positions of all 42 atoms, in Å:
Ir: -0.2407 -2.2838 -0.6703
N: -1.4257 -2.8870 0.9224
C: -2.6081 -1.9826 1.0186
C: -2.9597 -1.4465 -0.3728
O: -4.0954 -1.1555 -0.6869
N: -1.8630 -1.3287 -1.1740
C: -2.0666 -1.4261 -2.6189
C: -1.7031 -2.8556 -3.0425
O: -2.0717 -3.3610 -4.0725
O: -0.9177 -3.4747 -2.1735
H: -0.8431 -2.7430 1.7485
H: -1.7029 -3.8634 0.8913
H: -3.4719 -2.4838 1.4463
H: -2.3290 -1.1511 1.6653
H: -3.0978 -1.1939 -2.8736
H: -1.4130 -0.7139 -3.1278
N: 0.0005 5.1650 2.1998
C: 0.3186 3.8253 2.1653
C: -0.6728 2.8550 2.3541
C: -0.3596 1.5145 2.2771
C: 0.9449 1.1183 2.0068
C: 1.9408 2.0705 1.8248
C: 1.6301 3.4121 1.9055
S: 1.3349 -0.5825 1.8873
O: 0.3414 -1.3261 2.6335
O: 2.7278 -0.7512 2.1673
N: 1.0189 -1.0293 0.3496
C: 1.7244 -0.6489 -0.7613
N: 2.6595 0.2746 -0.8630
C: 3.1116 0.4849 -2.0999
C: 2.6448 -0.1778 -3.2270
C: 1.6535 -1.1259 -3.0363
N: 1.2198 -1.3735 -1.8112
H: -0.8616 5.4266 2.6453
H: 0.7534 5.8172 2.3330
H: -1.6893 3.1618 2.5671
H: -1.1230 0.7681 2.4483
H: 2.9531 1.7491 1.6262
H: 2.4066 4.1548 1.7685
H: 3.8851 1.2387 -2.1951
H: 3.0351 0.0362 -4.2092
H: 1.2110 -1.7070 -3.8364

Forces on the atoms, in the same order (eV/Å):
Ir 0.621 -0.241 0.134
N -0.140 -0.021 0.000
C 0.074 0.081 -0.266
C 0.226 -0.245 0.339
O -0.048 0.057 0.013
N -0.321 0.120 -0.413
C -0.032 -0.072 0.157
C 0.321 -0.151 0.329
O -0.106 0.118 -0.245
O -0.504 0.043 0.232
H -0.034 -0.044 0.033
H -0.104 0.038 -0.114
H -0.026 -0.007 -0.037
H -0.006 0.000 -0.015
H -0.005 -0.041 -0.014
H -0.010 -0.026 -0.084
N -0.011 0.031 -0.031
C 0.016 -0.030 0.020
C 0.003 -0.002 -0.003
C -0.031 -0.009 -0.007
C -0.010 0.013 -0.015
C 0.031 -0.024 -0.001
C -0.010 0.006 -0.010
S -0.178 -0.097 0.160
O 0.113 0.070 0.037
O -0.060 -0.008 -0.002
N 0.361 0.031 -0.346
C -0.125 0.033 -0.013
N -0.011 -0.090 0.061
C 0.018 0.001 -0.113
C 0.049 0.007 0.027
C 0.074 -0.154 0.093
N -0.135 0.586 0.107
H 0.001 -0.006 0.009
H 0.003 -0.004 0.012
H -0.003 0.001 -0.002
H 0.002 0.000 -0.008
H 0.009 -0.010 -0.006
H -0.001 0.002 -0.004
H -0.001 0.000 0.007
H -0.003 0.007 -0.002
H -0.009 0.037 -0.020

As for the total charge: 0. For the highest occupied orbital energy, the calculation gives -8.2 eV. The value obtained for the total energy is -47614.5623 eV. The value obtained for the orbital gap is 7.340 eV. As for the spin multiplicity: 1. As for the energy above the lowest of the compared OMol25 structures with the same formula, charge and spin: 0.0 kcal per mole.

---

no.,strongest force on any atom (eV Å⁻¹)
1,3.8
2,8.4
3,0.7